Entry from the OMol25 dataset: C19H34N2O4 in the gas phase (wB97M-V/def2-TZVPD).

Computed properties:
SMILES	O=C(CCCCCCCC(=O)NC[C@@H]1CCCO1)NC[C@H]1CCCO1
highest occupied orbital energy	-9.12	eV
energy relative to the best compared isomer or geometry (same formula, charge and spin)	128.63	kJ/mol
calculated total energy	-1154.897576	Eh

Last columns: bonded neighbours and bond lengths (Å).
Atoms and positions in Å:
1 H 2.48903 -1.77424 -1.22752  C59 1.092
2 H 3.80267 0.43500 -3.96121  C12 1.093
3 C -2.94811 0.39241 0.31118  C15 1.534, H33 1.087, C43 1.536, H50 1.090
4 H -2.92212 1.63190 -2.03669  C6 1.092
5 H -1.12801 -2.04739 1.63536  C9 1.093
6 C -2.27122 2.18044 -1.35238  H4 1.092, C15 1.544, H30 1.094, N52 1.440
7 O -1.90150 -1.32482 3.96343  C27 1.417, C54 1.413
8 H 1.46247 -0.34301 -1.09963  C59 1.089
9 C -0.25289 -1.76262 2.22588  H5 1.093, N10 1.441, C27 1.543, H56 1.093
10 N 0.71642 -1.12043 1.37544  C9 1.441, H25 1.012, C49 1.349
11 H -3.74437 -0.76095 -1.36221  C43 1.088
12 C 3.02673 -0.04940 -3.36246  H2 1.093, H18 1.092, C37 1.530, C46 1.530
13 O -1.60839 1.32783 -3.90655  C45 1.214
14 H -1.27969 1.82374 0.54830  C15 1.096
15 C -1.78841 1.23973 -0.22665  C3 1.534, C6 1.544, H14 1.096, O35 1.413
16 H -1.68208 -0.54004 -2.39544  C38 1.096
17 H 1.64329 2.24873 -2.34454  C29 1.092
18 H 3.00093 -1.10315 -3.64903  C12 1.092
19 H 3.92680 -0.87650 0.63353  C57 1.091
20 C -0.37215 -1.27073 5.73055  H42 1.090, H51 1.087, C54 1.529, C55 1.533
21 H -1.22495 -3.06873 4.84999  C54 1.099
22 H -0.97943 -1.66288 -1.20478  C38 1.092
23 H -0.95585 0.14666 2.94297  C27 1.098
24 H 2.82567 0.49823 0.78839  C57 1.094
25 H 0.36287 -0.45734 0.69825  N10 1.012
26 H -2.41691 -2.10469 5.76265  C54 1.090
27 C -0.71138 -0.83464 3.36974  O7 1.417, C9 1.543, H23 1.098, C55 1.544
28 H -0.50653 3.27653 -1.70658  N52 1.007
29 C 1.61847 2.07894 -3.42286  H17 1.092, C31 1.533, H32 1.093, C46 1.527
30 H -2.82539 3.01399 -0.91161  C6 1.094
31 C 0.35564 2.72165 -4.00831  C29 1.533, H36 1.091, C45 1.517, H53 1.092
32 H 2.49358 2.56602 -3.86059  C29 1.093
33 H -3.88895 0.93720 0.28709  C3 1.087
34 H 1.49317 0.42226 -4.77646  C46 1.092
35 O -0.84562 0.30239 -0.70454  C15 1.413, C38 1.424
36 H 0.30797 2.52035 -5.07918  C31 1.091
37 C 3.42241 0.04807 -1.88816  C12 1.530, H47 1.092, H48 1.093, C59 1.527
38 C -1.57099 -0.75341 -1.32645  H16 1.096, H22 1.092, O35 1.424, C43 1.541
39 H 1.21537 -1.33136 4.23706  C55 1.089
40 O 2.51407 -2.14693 2.26571  C49 1.216
41 H 0.67289 0.30127 4.63190  C55 1.088
42 H -0.75521 -0.45306 6.34169  C20 1.090
43 C -2.94288 -0.82273 -0.62852  C3 1.536, H11 1.088, C38 1.541, H58 1.088
44 H 0.87574 0.07660 -3.17023  C46 1.090
45 C -0.89887 2.15452 -3.37190  O13 1.214, C31 1.517, N52 1.356
46 C 1.67686 0.58015 -3.71132  C12 1.530, C29 1.527, H34 1.092, H44 1.090
47 H 3.45899 1.09628 -1.58531  C37 1.092
48 H 4.43176 -0.35546 -1.77525  C37 1.093
49 C 2.04017 -1.36223 1.46669  N10 1.349, O40 1.216, C57 1.520
50 H -2.74895 0.08568 1.33762  C3 1.090
51 H 0.26688 -1.90050 6.34413  C20 1.087
52 N -1.18344 2.67951 -2.15394  C6 1.440, H28 1.007, C45 1.356
53 H 0.38314 3.80263 -3.85463  C31 1.092
54 C -1.53759 -2.05043 5.12011  O7 1.413, C20 1.529, H21 1.099, H26 1.090
55 C 0.34567 -0.72694 4.48947  C20 1.533, C27 1.544, H39 1.089, H41 1.088
56 H 0.20876 -2.66240 2.63942  C9 1.093
57 C 2.89240 -0.55482 0.50108  H19 1.091, H24 1.094, C49 1.520, C59 1.529
58 H -3.06253 -1.75082 -0.07323  C43 1.088
59 C 2.47723 -0.71490 -0.96212  H1 1.092, H8 1.089, C37 1.527, C57 1.529